Entry one
This record from the Open Molecules 2025 dataset describes 6 unconnected molecules or ions with the total composition C21H57N3O9. The level of theory is ωB97M-V with the def2-TZVPD basis set.

```
90
C21H57N3O9 ωB97M-V with the def2-TZVPD basis set
C 0.697 -4.139 -1.502
O 0.613 -2.997 -2.288
C -0.679 -2.346 -2.265
C -0.592 -1.095 -3.167
N 0.487 -0.211 -2.791
C 0.940 0.672 -3.910
C 1.929 1.707 -3.456
O 3.181 1.167 -3.212
C 4.135 2.204 -2.872
H 0.065 -4.937 -1.892
H 0.540 -3.975 -0.436
H 1.685 -4.571 -1.661
H -0.922 -1.986 -1.265
H -1.422 -3.061 -2.618
H -1.519 -0.537 -3.294
H -0.353 -1.505 -4.148
H 1.212 -0.878 -2.565
H 0.136 1.319 -4.260
H 1.311 0.156 -4.795
H 1.539 2.196 -2.563
H 2.015 2.411 -4.283
H 3.820 2.675 -1.941
H 4.277 2.893 -3.705
H 5.135 1.793 -2.731
C -1.187 -1.089 4.371
O -1.421 -1.340 3.032
C -2.419 -2.330 2.767
C -2.611 -2.465 1.264
N -3.634 -3.524 1.084
C -3.823 -3.961 -0.296
C -4.425 -2.870 -1.147
O -4.776 -3.471 -2.370
C -5.380 -2.493 -3.226
H -2.065 -0.824 4.959
H -0.473 -0.271 4.280
H -0.691 -1.888 4.922
H -3.302 -1.887 3.229
H -2.041 -3.205 3.295
H -1.645 -2.710 0.824
H -3.005 -1.559 0.803
H -3.464 -4.323 1.677
H -4.501 -4.812 -0.354
H -2.927 -4.387 -0.747
H -3.691 -2.077 -1.293
H -5.219 -2.343 -0.620
H -4.756 -1.603 -3.298
H -6.412 -2.210 -3.021
H -5.348 -2.850 -4.255
C 0.398 7.247 -1.354
O 0.329 5.924 -0.792
C 1.576 5.237 -0.786
C 1.376 3.952 -0.007
N 1.242 4.257 1.428
C 0.804 3.061 2.151
C 0.419 3.508 3.602
O -0.647 4.435 3.427
C -0.992 5.023 4.653
H -0.556 7.758 -1.220
H 0.650 7.168 -2.412
H 1.151 7.891 -0.899
H 2.456 5.806 -0.487
H 1.879 4.909 -1.780
H 2.227 3.277 -0.097
H 0.487 3.463 -0.405
H 0.544 4.983 1.498
H 1.594 2.312 2.196
H -0.079 2.642 1.668
H 1.303 3.885 4.115
H 0.029 2.658 4.163
H -0.199 5.634 5.083
H -1.409 4.366 5.416
H -1.822 5.703 4.461
C 0.365 -0.272 0.612
O 0.722 0.808 -0.313
H -0.639 -0.567 0.308
H 1.050 -1.106 0.459
H 0.340 0.039 1.656
H 0.708 0.468 -1.211
C 4.742 -3.154 0.645
O 3.442 -2.692 0.303
H 4.694 -4.243 0.636
H 5.526 -2.796 -0.022
H 5.013 -2.822 1.647
H 3.485 -2.321 -0.581
C 1.175 -3.805 2.572
O 2.224 -4.492 1.930
H 1.381 -2.735 2.606
H 0.274 -3.815 1.959
H 1.014 -4.129 3.600
H 2.705 -3.933 1.315
```

Results
LUMO energy in eV: 0.645
SMILES: COCCNCCOC.COCCNCCOC.COCCNCCOC.CO.CO.CO
2S+1: 1
Orbital gap in eV: 8.92


Entry two
This record from the Open Molecules 2025 dataset describes 6 unconnected molecules or ions with the total composition C21H57N3O9. The level of theory is ωB97M-V with the def2-TZVPD basis set.

```
90
C21H57N3O9 ωB97M-V with the def2-TZVPD basis set
C 1.904 -5.415 -1.417
O 2.000 -4.133 -1.982
C 2.089 -3.091 -1.134
C 1.973 -1.775 -1.982
N 2.386 -0.649 -1.268
C 2.269 0.500 -2.089
C 2.866 1.735 -1.273
O 3.027 2.910 -2.105
C 3.639 3.775 -1.426
H 2.435 -5.396 -0.508
H 2.237 -6.104 -2.050
H 1.045 -5.529 -0.922
H 3.008 -3.133 -0.478
H 1.407 -3.167 -0.307
H 0.942 -1.779 -2.152
H 2.597 -1.934 -2.809
H 1.813 -0.517 -0.590
H 1.325 0.656 -2.297
H 2.812 0.341 -3.039
H 3.800 1.645 -0.908
H 2.216 1.935 -0.570
H 3.421 4.637 -1.941
H 4.826 3.301 -1.365
H 3.434 4.062 -0.539
C -0.415 4.390 -1.003
O -1.467 3.584 -1.537
C -1.184 3.074 -2.827
C -1.902 1.805 -3.065
N -1.547 1.448 -4.461
C -2.270 0.239 -4.828
C -2.059 -0.048 -6.348
O -2.737 -1.285 -6.494
C -2.420 -1.938 -7.688
H 0.255 3.728 -0.522
H -0.970 5.030 -0.307
H -0.015 5.091 -1.827
H -0.048 2.827 -2.951
H -1.256 3.717 -3.624
H -2.823 1.829 -2.941
H -1.373 1.075 -2.415
H -0.581 1.239 -4.616
H -3.266 0.311 -4.855
H -2.072 -0.636 -4.267
H -0.961 0.063 -6.543
H -2.355 0.696 -6.804
H -2.646 -3.072 -7.913
H -1.429 -1.924 -7.850
H -2.563 -1.038 -8.537
C 0.659 -5.518 3.192
O 1.274 -4.391 3.888
C 0.993 -3.194 3.227
C 1.522 -1.915 4.047
N 0.934 -0.710 3.360
C 1.231 0.423 4.389
C 0.576 1.658 3.553
O 0.919 2.820 4.538
C 0.467 3.976 4.003
H 1.009 -6.313 3.745
H 1.155 -5.639 2.244
H -0.467 -5.574 3.120
H -0.067 -3.020 2.870
H 1.664 -2.993 2.386
H 2.668 -1.904 4.023
H 0.992 -2.042 5.137
H -0.118 -0.873 3.250
H 2.370 0.553 4.228
H 0.806 0.164 5.197
H -0.551 1.389 3.470
H 0.798 1.785 2.501
H 0.515 4.134 2.770
H 0.976 4.837 4.537
H -0.595 4.175 4.186
C -0.796 0.377 0.532
O 0.344 -0.396 0.652
H -0.549 1.121 -0.287
H -0.887 1.051 1.422
H -1.600 -0.176 0.269
H 0.578 -0.536 1.694
C -2.426 -1.445 4.596
O -2.150 -1.127 3.299
H -2.511 -2.585 4.943
H -3.323 -0.830 5.080
H -1.613 -1.252 5.222
H -2.304 -0.332 2.986
C -4.084 1.923 3.825
O -3.427 1.334 2.715
H -5.124 1.357 4.031
H -4.332 2.920 3.696
H -3.602 1.531 4.706
H -3.299 2.174 2.115
```

Results
LUMO energy in eV: 0.261
SMILES: COCCNCCOC.COCCNCCOC.COCCNCCOC.CO.CO.CO
2S+1: 1
Orbital gap in eV: 8.75


Name the least stable of them. entry two.


Entry one
This record from the Open Molecules 2025 dataset describes 2 unconnected molecules or ions with the total composition C5H14OS. The level of theory is ωB97M-V with the def2-TZVPD basis set.

```
21
C5H14OS ωB97M-V with the def2-TZVPD basis set
C 1.968 -0.426 -0.330
C 0.493 -0.469 0.130
C -0.397 0.362 -0.864
C -1.334 1.306 -0.093
S -0.542 2.446 1.062
C 0.240 3.622 -0.103
H 2.359 0.567 -0.142
H 2.076 -0.787 -1.351
H 2.505 -1.206 0.228
H 0.005 -1.435 0.220
H 0.569 -0.035 1.121
H 0.296 0.975 -1.438
H -0.924 -0.219 -1.620
H -2.226 0.812 0.291
H -1.801 1.973 -0.844
H 1.106 4.136 0.295
H 0.427 3.108 -1.044
H -0.561 4.339 -0.261
O -1.187 -6.403 1.912
H -2.131 -6.603 1.771
H -0.939 -6.063 1.060
```

Results
LUMO energy in eV: 0.786
SMILES: CCCCSC.O
2S+1: 1
Orbital gap in eV: 9.22


Entry two
This record from the Open Molecules 2025 dataset describes 2 unconnected molecules or ions with the total composition C5H14OS. The level of theory is ωB97M-V with the def2-TZVPD basis set.

```
21
C5H14OS ωB97M-V with the def2-TZVPD basis set
C -1.415 1.859 1.495
C -1.114 0.693 0.584
C 0.198 0.635 -0.215
C 1.290 -0.433 0.218
S 0.555 -2.081 0.413
C 1.179 -2.660 -1.209
H -0.443 2.306 1.762
H -1.882 1.557 2.377
H -1.971 2.605 0.951
H -1.077 -0.235 1.191
H -2.015 0.569 -0.025
H -0.076 0.130 -1.128
H 0.719 1.656 -0.149
H 1.853 -0.170 1.142
H 2.146 -0.486 -0.536
H 0.544 -2.151 -2.029
H 2.313 -2.665 -1.336
H 1.025 -3.765 -1.347
O -1.010 3.443 -1.279
H -0.835 2.524 -0.992
H -1.932 3.308 -1.489
```

Results
LUMO energy in eV: 0.843
SMILES: CCCCSC.O
2S+1: 1
Orbital gap in eV: 9.60


Name the least stable of them. entry two.


Entry one
This record from the Open Molecules 2025 dataset describes a molecular structure, C19H19IrN6O. The level of theory is ωB97M-V with the def2-TZVPD basis set.

```
46
C19H19IrN6O ωB97M-V with the def2-TZVPD basis set
Ir -0.116 0.739 0.277
C 4.167 1.788 -3.054
C 4.489 2.249 -1.759
C 3.739 1.844 -0.693
C 2.625 0.976 -0.913
C 2.269 0.565 -2.231
C 3.059 0.942 -3.278
N 1.859 0.531 0.143
C 2.447 0.092 1.310
C 3.804 -0.270 1.443
C 4.263 -0.703 2.667
C 3.399 -0.808 3.767
C 2.039 -0.512 3.651
C 1.580 -0.084 2.431
N 0.236 0.196 2.112
N -0.683 0.063 2.953
C -1.934 0.320 2.398
C -3.062 0.174 3.180
C -4.303 0.388 2.592
C -4.365 0.735 1.251
C -3.194 0.875 0.521
N -1.990 0.682 1.072
H 4.777 2.098 -3.893
H 5.323 2.924 -1.621
H 3.944 2.208 0.305
H 1.425 -0.096 -2.365
H 2.852 0.589 -4.279
H 4.467 -0.252 0.589
H 5.301 -0.987 2.779
H 3.787 -1.154 4.716
H 1.363 -0.628 4.487
H -2.952 -0.110 4.217
H -5.209 0.277 3.174
H -5.315 0.896 0.760
H -3.208 1.141 -0.526
C -2.261 4.434 -2.117
N -1.497 3.317 -1.553
C -1.280 2.166 -2.184
N -1.811 1.957 -3.385
O -0.571 1.224 -1.672
H -2.300 5.229 -1.379
H -3.282 4.126 -2.338
H -1.783 4.825 -3.016
H -0.968 3.478 -0.712
H -2.301 2.676 -3.892
H -1.682 1.062 -3.828
```

Results
LUMO energy (spin up / spin down) in eV: -12.083 / -13.522
2S+1: 2
Charge: +3
Orbital gap (spin up / spin down) in eV: 6.20 / 4.61


Entry two
This record from the Open Molecules 2025 dataset describes a molecular structure, C19H19IrN6O. The level of theory is ωB97M-V with the def2-TZVPD basis set.

```
46
C19H19IrN6O ωB97M-V with the def2-TZVPD basis set
Ir 0.535 -0.203 0.364
C -3.057 3.645 -1.311
C -3.772 2.455 -1.049
C -3.177 1.454 -0.340
C -1.828 1.620 0.105
C -1.093 2.799 -0.216
C -1.720 3.809 -0.885
N -1.200 0.634 0.844
C -1.854 -0.007 1.878
C -3.030 0.459 2.500
C -3.577 -0.274 3.530
C -2.970 -1.457 3.977
C -1.776 -1.912 3.419
C -1.229 -1.180 2.394
N -0.004 -1.450 1.758
N 0.714 -2.418 2.095
C 1.910 -2.449 1.384
C 2.839 -3.427 1.667
C 4.047 -3.409 0.978
C 4.275 -2.413 0.039
C 3.297 -1.463 -0.208
N 2.124 -1.470 0.439
H -3.542 4.445 -1.858
H -4.784 2.344 -1.416
H -3.689 0.519 -0.153
H -0.077 2.899 0.139
H -1.207 4.741 -1.082
H -3.475 1.399 2.206
H -4.477 0.077 4.017
H -3.422 -2.012 4.789
H -1.286 -2.804 3.786
H 2.611 -4.171 2.418
H 4.801 -4.159 1.179
H 5.208 -2.363 -0.505
H 3.446 -0.673 -0.930
C 1.811 -0.294 -4.362
N 1.352 -0.091 -2.984
C 1.661 0.971 -2.242
N 2.472 1.905 -2.729
O 1.207 1.133 -1.051
H 1.431 -1.249 -4.711
H 2.899 -0.327 -4.402
H 1.434 0.488 -5.022
H 0.635 -0.699 -2.625
H 2.796 1.899 -3.682
H 2.739 2.677 -2.139
```

Results
LUMO energy (spin up / spin down) in eV: -12.587 / -12.765
2S+1: 2
Charge: +3
Orbital gap (spin up / spin down) in eV: 6.00 / 5.59


Name the least stable of them. entry one.


Entry one
This record from the Open Molecules 2025 dataset describes a molecular structure, C43H38ClLaP2. The level of theory is ωB97M-V with the def2-TZVPD basis set.

```
85
C43H38ClLaP2 ωB97M-V with the def2-TZVPD basis set
C 0.599 -1.227 -2.779
C -0.436 -1.660 -1.942
C -1.711 -1.778 -2.503
C -1.939 -1.589 -3.860
C -0.878 -1.287 -4.729
C 0.389 -1.136 -4.134
P -0.099 -1.886 -0.177
C -1.359 -3.133 0.239
C -2.508 -2.682 0.898
C -3.510 -3.592 1.228
C -3.346 -4.961 0.945
C -2.191 -5.390 0.279
C -1.200 -4.475 -0.087
La 0.508 0.080 1.740
P 0.091 1.695 -0.548
C -1.259 1.787 -1.709
C -1.107 2.142 -3.061
C -2.239 2.190 -3.878
C -3.497 1.845 -3.386
C -3.645 1.460 -2.045
C -2.534 1.433 -1.206
C -0.206 2.957 0.756
C 0.676 2.900 1.866
C 0.499 3.806 2.933
C -0.535 4.749 2.905
C -1.345 4.835 1.763
C -1.168 3.959 0.680
C 1.667 2.089 -1.337
C 2.744 1.188 -1.171
C 3.984 1.474 -1.733
C 4.176 2.667 -2.450
C 3.109 3.564 -2.582
C 1.871 3.292 -2.012
C 1.524 -2.775 -0.189
C 2.020 -3.572 -1.225
C 3.277 -4.178 -1.114
C 4.049 -4.008 0.041
C 3.528 -3.253 1.101
C 2.271 -2.638 0.999
H 1.553 2.215 1.976
H 1.181 3.748 3.781
H -0.707 5.421 3.761
H -2.164 5.571 1.741
H -1.811 4.042 -0.217
H -0.131 2.377 -3.462
H -2.103 2.456 -4.923
H -4.356 1.834 -4.076
H -4.623 1.163 -1.676
H -2.681 1.121 -0.170
H 2.635 0.230 -0.637
H 4.827 0.787 -1.603
H 5.163 2.915 -2.876
H 3.255 4.497 -3.121
H 1.055 4.004 -2.114
H 1.436 -3.713 -2.140
H 3.662 -4.778 -1.944
H 5.047 -4.467 0.119
H 4.100 -3.132 2.017
H 1.905 -2.093 1.895
H -2.622 -1.630 1.190
H -4.417 -3.250 1.727
H -4.120 -5.690 1.244
H -2.054 -6.446 0.054
H -0.306 -4.815 -0.608
H -2.539 -2.059 -1.854
H -2.956 -1.660 -4.248
H -1.080 -1.115 -5.807
H 1.337 -0.896 -4.625
H 1.610 -0.999 -2.455
H 0.441 1.047 -5.432
H 1.107 0.860 -5.079
Cl -2.905 1.277 4.982
C -1.236 1.013 5.255
C -0.565 1.744 6.225
C 0.826 1.587 6.376
C 1.537 0.646 5.626
C 0.899 -0.013 4.563
C -0.513 0.073 4.408
C -1.151 -0.717 3.358
H -1.115 2.397 6.921
H 1.353 2.093 7.202
H 2.565 0.362 5.882
H 1.511 -0.644 3.890
H -0.920 -1.805 3.249
H -2.200 -0.450 3.105
```

Results
LUMO energy in eV: -6.287
2S+1: 1
Charge: +2
Orbital gap in eV: 6.64


Entry two
This record from the Open Molecules 2025 dataset describes a molecular structure, C43H38ClLaP2. The level of theory is ωB97M-V with the def2-TZVPD basis set.

```
85
C43H38ClLaP2 ωB97M-V with the def2-TZVPD basis set
C 0.384 -1.738 -4.338
C -0.669 -1.986 -3.435
C -1.995 -1.930 -3.910
C -2.250 -1.568 -5.229
C -1.196 -1.260 -6.094
C 0.121 -1.341 -5.646
P -0.405 -2.160 -1.628
C -1.640 -3.309 -1.012
C -2.840 -2.835 -0.443
C -3.801 -3.745 -0.009
C -3.576 -5.121 -0.130
C -2.368 -5.584 -0.661
C -1.388 -4.687 -1.082
La 1.077 -0.012 -0.301
P 0.143 2.320 -1.882
C -1.245 2.223 -3.004
C -1.094 2.504 -4.377
C -2.189 2.376 -5.233
C -3.422 1.939 -4.746
C -3.560 1.583 -3.402
C -2.483 1.729 -2.534
C -0.153 3.300 -0.386
C 0.827 3.294 0.633
C 0.559 3.920 1.844
C -0.644 4.599 2.036
C -1.585 4.670 1.007
C -1.333 4.049 -0.211
C 1.786 2.682 -2.554
C 2.867 1.789 -2.343
C 4.091 2.042 -2.953
C 4.265 3.172 -3.751
C 3.225 4.106 -3.889
C 1.997 3.876 -3.269
C 1.253 -2.925 -1.389
C 1.884 -3.673 -2.400
C 3.231 -4.012 -2.278
C 3.946 -3.662 -1.130
C 3.310 -3.020 -0.069
C 1.939 -2.729 -0.154
H 1.833 2.871 0.466
H 1.302 3.881 2.644
H -0.844 5.090 2.989
H -2.511 5.226 1.154
H -2.031 4.158 -1.041
H -0.122 2.826 -4.758
H -2.079 2.631 -6.286
H -4.285 1.887 -5.416
H -4.515 1.214 -3.034
H -2.600 1.471 -1.477
H 2.796 0.869 -1.723
H 4.910 1.337 -2.792
H 5.211 3.326 -4.269
H 3.376 5.004 -4.492
H 1.188 4.612 -3.324
H 1.324 -3.974 -3.289
H 3.724 -4.547 -3.092
H 5.005 -3.916 -1.059
H 3.859 -2.762 0.841
H 1.387 -2.416 0.756
H -3.004 -1.760 -0.340
H -4.732 -3.378 0.422
H -4.341 -5.828 0.193
H -2.185 -6.654 -0.747
H -0.431 -5.041 -1.466
H -2.819 -2.167 -3.231
H -3.284 -1.506 -5.563
H -1.388 -0.930 -7.111
H 0.941 -1.096 -6.320
H 1.417 -1.856 -4.013
H 1.106 -0.198 -2.370
H 0.325 0.209 -2.232
Cl -2.533 1.662 2.732
C -0.996 1.248 3.353
C -0.528 1.876 4.497
C 0.800 1.688 4.903
C 1.623 0.828 4.183
C 1.145 0.129 3.079
C -0.194 0.315 2.630
C -0.664 -0.336 1.416
H -1.183 2.540 5.050
H 1.187 2.222 5.771
H 2.659 0.686 4.479
H 1.797 -0.589 2.554
H -0.626 -1.435 1.393
H -1.533 0.097 0.903
```

Results
LUMO energy in eV: -6.197
2S+1: 1
Charge: +2
Orbital gap in eV: 6.22


Name the least stable of them. entry two.